(1)
DFT (ωB97M-V/def2-TZVPD) results for C30H33F3N5OPtSe as an isolated structure in a non-equilibrium geometry.

Each line ends with the Mulliken charge.
Geometry (Å):
1 Pt -0.3046 -0.1316 0.3774  1.280
2 O -0.9462 -1.3798 -1.1902  -0.804
3 C -2.0790 -1.2978 -1.7840  0.613
4 C -2.7051 -2.5176 -2.1640  -0.593
5 C -3.9194 -2.5456 -2.7952  -0.568
6 C -4.5566 -1.3494 -3.1296  -0.809
7 C -3.9651 -0.1446 -2.8172  -0.854
8 C -2.7510 -0.0718 -2.1227  0.444
9 C -2.2301 1.2092 -1.7118  0.727
10 N -1.2265 1.4322 -0.8644  -0.116
11 C -1.1212 2.7739 -0.6867  -0.442
12 C -2.0619 3.4003 -1.4491  -0.665
13 N -2.7421 2.4095 -2.0927  -0.054
14 H -2.1833 -3.4288 -1.9095  0.401
15 H -4.3859 -3.4921 -3.0247  0.410
16 H -5.5168 -1.3679 -3.6222  0.393
17 H -4.4778 0.7636 -3.0978  0.260
18 H -0.3855 3.2069 -0.0376  0.447
19 H -2.2909 4.4403 -1.5725  0.426
20 H -3.5110 2.5559 -2.7270  0.181
21 C 1.1431 1.5322 6.1040  -1.156
22 C 2.3970 0.7029 5.8655  0.052
23 C 3.3853 1.3583 4.8992  -0.753
24 C 2.9590 1.3084 3.4290  -1.204
25 N 2.7916 -0.0440 2.9526  1.205
26 C 1.6175 -0.6470 2.6691  -1.287
27 Se -0.0472 0.1954 2.6958  -0.244
28 N 1.8435 -1.9302 2.3107  1.844
29 C 0.8445 -2.8693 1.8549  -0.890
30 C -0.0676 -3.3794 2.9731  -0.926
31 C 0.6603 -3.9908 4.1709  -0.089
32 C 1.3224 -5.3327 3.8890  -1.242
33 C 3.2065 -2.1481 2.3206  0.901
34 C 3.9720 -3.2562 1.9898  -0.765
35 C 5.3461 -3.1205 2.0465  -0.997
36 C 5.9448 -1.9217 2.4300  -0.927
37 C 5.1931 -0.8191 2.7867  -1.048
38 C 3.8110 -0.9447 2.7261  0.466
39 H 0.5421 1.0817 6.8881  0.367
40 H 0.5306 1.5990 5.2072  0.182
41 H 1.4107 2.5372 6.4187  0.348
42 H 2.1171 -0.2893 5.5016  -0.142
43 H 2.9076 0.5624 6.8195  0.404
44 H 4.3572 0.8746 5.0023  0.333
45 H 3.5121 2.4079 5.1671  0.516
46 H 3.7185 1.7962 2.8102  0.422
47 H 2.0076 1.8291 3.2920  0.561
48 H 1.3681 -3.6997 1.3819  0.775
49 H 0.2172 -2.3622 1.0862  -0.227
50 H -0.7377 -4.1184 2.5320  0.600
51 H -0.6803 -2.5498 3.3324  0.202
52 H -0.0761 -4.1352 4.9619  0.460
53 H 1.4064 -3.2902 4.5524  -0.023
54 H 0.6032 -6.0364 3.4789  0.333
55 H 1.7119 -5.7487 4.8145  0.410
56 H 2.1510 -5.2392 3.1936  0.215
57 H 3.5212 -4.1901 1.6979  0.456
58 H 5.9664 -3.9636 1.7882  0.457
59 H 7.0217 -1.8553 2.4498  0.458
60 H 5.6628 0.1019 3.0907  0.516
61 F 6.1491 0.6606 -3.2599  -0.250
62 C 6.0529 -0.0108 -2.1086  0.704
63 F 6.8584 0.6109 -1.2287  -0.248
64 F 6.5643 -1.2272 -2.3099  -0.282
65 C 4.6389 -0.0535 -1.5808  0.395
66 C 3.9853 -1.2571 -1.3626  -0.824
67 C 2.7234 -1.2142 -0.7927  -0.339
68 N 2.1296 -0.0873 -0.4272  0.015
69 C 2.7421 1.0630 -0.6790  -0.528
70 C 3.9957 1.1378 -1.2645  -1.021
71 H 4.4474 -2.1968 -1.6174  0.572
72 H 2.1672 -2.1242 -0.6201  0.614
73 H 2.2107 1.9591 -0.3916  0.464
74 H 4.4654 2.0887 -1.4563  0.487

Calculated values
Net charge: +1
DFT total energy in a.u.: -4332.19125
Energy relative to the best compared isomer or geometry (same formula, charge and spin) in kJ/mol: 272.7
Gap between HOMO and LUMO (alpha / beta) in Ha: 0.210 / 0.207
Multiplicity: 1
LUMO (alpha / beta) in eV: -4.17 / -4.26

***

(2)
DFT (ωB97M-V/def2-TZVPD) results for C31H40CuN4O as an isolated structure in a non-equilibrium geometry.

Each line ends with the Mulliken spin population.
Geometry (Å):
1 Cu 0.7366 -0.8181 -0.9686  0.010
2 N -2.0426 -0.9953 0.7541  0.023
3 N -0.7928 -2.3691 -1.7020  -0.004
4 C 2.0171 0.7274 -0.6601  -0.003
5 C 2.4764 -0.4769 0.0462  -0.007
6 C 1.9022 -0.4213 1.3641  -0.069
7 C 1.9089 -1.5213 2.3570  0.091
8 H 1.9181 -2.5010 1.8571  0.033
9 H 1.0045 -1.4816 2.9851  0.024
10 H 2.7822 -1.4827 3.0306  -0.067
11 C 1.2347 0.8215 1.5115  0.035
12 C 0.6560 1.3278 2.7796  0.062
13 H 1.4397 1.3880 3.5506  0.037
14 H -0.1244 0.6633 3.1797  -0.048
15 H 0.2288 2.3297 2.6524  -0.046
16 C 1.2914 1.5221 0.2936  0.013
17 C 0.8269 2.9131 0.0593  -0.005
18 H 0.0665 3.2147 0.7930  -0.001
19 H 0.3974 3.0458 -0.9451  0.000
20 H 1.6701 3.6187 0.1534  -0.001
21 C 3.4600 -1.4849 -0.4390  -0.006
22 H 4.4361 -1.4666 0.0723  0.000
23 H 3.6591 -1.3421 -1.5059  0.001
24 H 3.0552 -2.4945 -0.2849  0.000
25 C 2.4026 1.2022 -2.0132  0.002
26 H 1.5019 1.5163 -2.5631  0.000
27 H 2.8708 0.4040 -2.5986  -0.001
28 H 3.0796 2.0706 -1.9848  0.000
29 C -2.6629 -0.8184 1.9125  0.063
30 H -2.7821 0.2023 2.2447  -0.004
31 C -3.1635 -1.8726 2.6811  0.014
32 H -3.7110 -1.6836 3.5996  -0.025
33 C -2.9109 -3.1650 2.2264  0.021
34 H -3.3964 -4.0236 2.6793  -0.050
35 C -2.0200 -3.3438 1.1714  0.033
36 H -1.7145 -4.3231 0.7838  0.014
37 C -1.4649 -2.1849 0.5619  -0.044
38 C -0.3365 -2.3936 -0.3679  0.009
39 H 0.3228 -3.2120 -0.0863  0.002
40 C -0.8883 -1.0231 -2.0855  0.006
41 C -0.3342 -3.0939 -2.8276  0.000
42 H -0.1883 -4.1633 -2.8177  0.001
43 C -0.3405 -2.2540 -3.8813  0.001
44 H -0.1722 -2.4260 -4.9320  0.000
45 N -0.7524 -0.9785 -3.4294  -0.002
46 C -0.8434 0.2998 -4.0294  0.005
47 C 0.0770 0.7635 -4.9822  -0.003
48 C 0.0212 2.1248 -5.3323  0.002
49 H 0.7396 2.5204 -6.0576  0.000
50 C -0.8830 3.0017 -4.7220  -0.002
51 C -0.9944 4.4552 -5.1198  0.000
52 H -0.8115 5.0984 -4.2423  0.000
53 H -2.0053 4.7043 -5.4921  0.000
54 H -0.2650 4.7064 -5.9038  0.000
55 C -1.6970 2.5225 -3.6922  0.002
56 H -2.3207 3.2063 -3.1207  0.000
57 C -1.6956 1.1722 -3.3340  -0.005
58 C -2.4481 0.6314 -2.1878  0.006
59 H -3.2333 -0.0644 -2.5085  -0.001
60 H -2.9349 1.4447 -1.6492  0.000
61 H -1.7229 -0.0026 -1.4772  0.001
62 C 1.1943 -0.0818 -5.5046  0.002
63 H 0.8436 -0.9162 -6.1192  0.000
64 H 1.8102 -0.4936 -4.6941  0.000
65 H 1.8571 0.5271 -6.1310  0.000
66 C 0.0688 0.1476 6.6540  1.059
67 N -0.5202 -1.1792 6.5654  -3.847
68 C -0.5285 -2.0151 7.7549  3.258
69 C -1.0185 -1.5885 5.3826  0.550
70 O -0.9894 -0.8936 4.3576  0.456
71 H 0.3350 0.2898 7.7014  0.021
72 H -0.6491 0.9139 6.3350  -0.011
73 H 0.9657 0.2179 6.0227  -0.136
74 H -1.5476 -2.2891 8.0491  -0.493
75 H 0.0395 -2.9393 7.5976  -0.373
76 H -0.0687 -1.4302 8.5495  -0.040
77 H -1.4678 -2.6109 5.3957  0.438

Calculated values
Net charge: -2
DFT total energy in a.u.: -3139.71576
Energy relative to the best compared isomer or geometry (same formula, charge and spin) in kJ/mol: 0.0
Gap between HOMO and LUMO (alpha / beta) in Ha: 0.053 / 0.147
Multiplicity: 2
LUMO (alpha / beta) in eV: 4.05 / 4.05

***

(3)
DFT (ωB97M-V/def2-TZVPD) results for a 2-piece molecular cluster, C4H10NO3 overall in a non-equilibrium geometry.

Each line ends with the natural charge from an NBO analysis.
Geometry (Å):
1 C 2.5280 -0.2570 0.7055  -0.615
2 C 0.9909 -0.1575 0.7568  -0.043
3 C 0.4136 -0.3421 -0.6526  -0.536
4 C -1.1476 -0.4278 -0.6827  0.780
5 O -1.7810 0.4255 -0.0076  -0.818
6 O -1.6299 -1.3277 -1.4014  -0.776
7 N 0.6019 1.1121 1.3883  -0.862
8 H 2.9731 0.1454 -0.2032  0.193
9 H 2.8897 -1.2856 0.7751  0.198
10 H 2.9128 0.2674 1.5856  0.202
11 H 0.6548 -0.9499 1.4195  0.174
12 H 0.6351 0.5737 -1.2090  0.197
13 H 0.7584 -1.2683 -1.1096  0.210
14 H 1.1970 1.8600 1.0212  0.323
15 H -0.3329 1.3293 1.0393  0.405
16 H -3.8789 -0.4810 -1.6401  0.476
17 H -3.5514 0.4657 -0.5487  0.503
18 O -4.2336 0.3178 -1.2363  -1.011

Calculated values
Net charge: -1
DFT total energy in a.u.: -438.97750
Energy relative to the best compared isomer or geometry (same formula, charge and spin) in kJ/mol: 20.3
Gap between HOMO and LUMO in Ha: 0.313
Multiplicity: 1
LUMO in eV: 3.80

***

- Among the records above, which one has the lowest DFT total energy?
  C30H33F3N5OPtSe